The following is a quantum chemistry calculation of a structure of composition C46H30FNO7 at a distorted geometry, from OMol25.

Lowest unoccupied orbital energy (Ha): -0.05799

```
85
Properties=species:S:1:pos:R:3:forces:R:3
C -2.92630 0.04826 -2.16815 1.5 -0.1 -0.6
C -2.33391 -0.17585 -3.71193 0.9 -0.9 -2.3
C -1.84369 -1.71982 -4.07441 0.4 3.7 -3.2
C -1.21251 -1.95346 -5.57923 -0.8 2.7 1.0
C -1.08875 -0.67584 -6.65155 -0.6 0.0 2.2
C -1.58301 0.86391 -6.29392 -0.2 -3.6 2.0
C -1.36394 2.01794 -7.43739 0.5 0.6 -1.1
C -2.61550 2.11491 -8.53655 -7.0 -2.3 1.2
O -3.86083 1.72748 -8.21958 9.0 3.0 -2.5
F -2.39880 2.62432 -9.94241 -0.1 -1.4 4.4
C -2.21688 1.09551 -4.78890 0.7 -2.8 -1.5
C -2.69013 2.63501 -4.40631 0.6 -1.3 -0.5
N -1.39660 3.46005 -4.35859 -0.7 -0.9 0.9
C -0.37977 -1.06737 -8.11501 -1.6 1.4 -3.4
O -0.82039 -0.58297 -9.29540 3.1 -2.8 7.5
C 0.90558 -2.12937 -7.98223 2.5 -1.5 0.1
C 2.27271 -1.90251 -8.86077 -0.2 -3.4 2.8
C 3.51622 -2.95241 -8.64618 -3.4 -0.6 2.1
C 3.39381 -4.21992 -7.61348 -3.1 2.6 -0.2
C 2.01679 -4.47560 -6.70753 0.2 3.7 -3.1
C 0.78978 -3.40517 -6.90683 2.1 0.6 -1.4
C -0.65429 -3.45365 -6.06426 -2.3 -3.3 0.6
O -1.34207 -4.57373 -5.82368 4.5 6.9 -1.3
H -3.86178 0.76124 -2.14251 1.9 -1.6 0.0
H -3.12030 -1.00445 -1.65837 0.2 2.4 -1.3
H -2.01781 0.52612 -1.56078 -2.2 -0.8 -1.2
H -1.93680 -2.56429 -3.24184 0.3 2.0 -2.2
H -1.19629 3.10250 -6.96762 -0.7 -2.4 -0.9
H -0.39279 1.83161 -8.10628 -2.2 0.1 1.6
H -3.36430 3.13300 -5.25076 1.2 -1.5 1.9
H -3.23744 2.57403 -3.36122 1.1 0.3 -2.3
H -0.57953 2.83131 -4.56528 -1.2 0.9 0.8
H -1.34267 3.87017 -3.40058 0.5 -0.6 -1.2
H 2.44139 -1.01749 -9.61604 -0.7 -2.0 1.8
H 4.50562 -2.75920 -9.25633 -2.2 -0.6 1.5
H 4.29395 -4.95359 -7.46760 -2.0 1.6 -0.4
H 1.93410 -5.37799 -5.96426 0.1 2.1 -1.7
C -2.84063 -4.88723 3.21819 0.1 0.3 0.2
C -3.26786 -4.44174 1.96759 0.0 0.4 0.0
C -3.31696 -3.07413 1.69282 0.0 -0.4 0.0
C -2.94905 -2.14787 2.67626 -0.1 -0.6 -0.2
C -2.54542 -2.59260 3.93461 -0.1 -0.5 -0.2
C -2.47991 -3.96613 4.20264 -0.1 -0.2 -0.2
C -2.20262 -1.62345 4.99541 0.5 -0.3 1.3
O -1.84455 -2.01333 6.09995 -0.1 0.2 -0.5
C -2.30597 -0.17873 4.70874 0.1 0.8 1.7
C -2.03982 0.75078 5.72266 -5.8 -4.5 -0.3
C -2.12225 2.11921 5.45637 -7.8 3.5 -1.8
C -2.46052 2.56234 4.17805 -0.1 0.1 1.0
C -2.73163 1.63859 3.16760 0.0 -1.1 -0.2
C -2.66362 0.26514 3.43655 -0.2 1.4 -1.1
C -2.98703 -0.70385 2.37080 -0.3 0.7 -1.1
O -3.28893 -0.31522 1.24830 0.1 -0.2 0.4
H -2.79356 -5.95331 3.42936 0.0 0.2 0.0
H -3.56111 -5.15935 1.20455 0.1 0.1 0.1
H -3.64654 -2.73382 0.71253 0.1 0.1 0.3
H -2.15268 -4.32107 5.17833 -0.1 0.3 -0.2
H -1.77194 0.41314 6.72259 -0.3 -0.1 -0.5
H -1.92029 2.83918 6.24650 -0.4 -0.1 -0.1
H -2.51774 3.62827 3.96842 0.1 -0.2 0.1
H -2.99986 1.99196 2.17333 0.0 -0.3 0.2
C 7.46405 1.99914 5.46927 -0.3 0.0 0.2
C 7.12642 2.12194 4.12170 -0.4 0.0 0.0
C 5.78492 2.13558 3.73638 0.3 0.0 0.1
C 4.77726 2.01376 4.70087 0.6 0.0 -0.1
C 5.11543 1.86629 6.04550 0.6 0.0 -0.2
C 6.46199 1.87060 6.43210 0.2 0.0 -0.2
C 4.06234 1.68723 7.06580 0.4 -0.2 1.4
O 4.35842 1.56118 8.24761 -0.2 0.1 -0.7
C 2.64882 1.65351 6.64047 -0.6 -0.1 0.1
C 1.64368 1.42655 7.58970 -0.4 0.0 0.0
C 0.30335 1.40639 7.19803 0.8 0.2 -0.2
C -0.03692 1.62154 5.86281 6.6 0.6 0.8
C 0.96267 1.84230 4.91415 -0.2 -0.1 0.4
C 2.30891 1.84850 5.30262 -0.6 -0.1 0.1
C 3.36069 2.04720 4.28594 -0.3 0.2 -1.5
O 3.06275 2.23175 3.11148 0.2 -0.1 0.7
H 8.50930 1.99775 5.77058 -0.2 0.0 0.0
H 7.90777 2.20936 3.37002 -0.2 0.0 0.1
H 5.52872 2.23702 2.68307 -0.1 0.0 0.3
H 6.73321 1.76960 7.48151 -0.2 0.0 -0.2
H 1.90064 1.26084 8.63474 0.1 0.1 -0.3
H -0.47519 1.22478 7.93584 0.2 0.0 0.1
H -1.08134 1.61310 5.55865 7.7 -0.3 -0.2
H 0.68973 2.00464 3.87274 0.2 0.0 0.1
```
Positions in Å, forces in eV/Å.

Atom charges from the Mulliken analysis, given in e for atoms 1 to 2:
1. C -0.83
2. C 0.73

***

The following is a quantum chemistry calculation of a structure of composition C13H15CeN4O2 at a distorted geometry, from OMol25.

Lowest unoccupied orbital energy (spin up / spin down) (Ha): -0.46356 / -0.46717
Charge: +3

```
35
Properties=species:S:1:pos:R:3:forces:R:3
Ce -0.15203 0.68418 -1.33145 0.3 -1.5 0.9
C -2.46145 4.57000 -3.35969 -0.1 0.0 -0.2
O -2.01857 4.61340 -1.95323 0.0 0.0 -0.1
C -1.32649 3.66652 -1.46284 0.0 0.1 -0.1
O -0.95778 2.61828 -2.09200 -0.1 0.4 0.1
N -1.01307 3.81088 -0.16725 0.1 0.1 0.2
N -0.10273 2.90088 0.41152 -0.1 -0.2 -0.2
H -2.97760 5.50970 -3.50995 0.0 0.0 0.1
H -3.13761 3.73150 -3.49439 0.0 0.0 0.1
H -1.59419 4.49695 -4.00826 0.0 0.0 0.0
H -1.20565 4.69791 0.28798 0.0 0.0 0.0
H -0.42010 2.70173 1.36013 0.0 -0.1 0.0
H 0.80862 3.35485 0.50303 0.0 0.0 0.0
C 1.39999 -0.71795 -0.22417 -0.6 0.9 -0.4
C 2.16650 -1.51087 0.39700 -0.3 0.2 -0.3
C 2.99805 -2.38685 1.02232 0.1 0.0 0.2
C 3.51989 -2.06299 2.32044 0.0 -0.1 -0.1
C 4.36190 -2.94094 2.93898 0.0 -0.1 0.0
C 4.70450 -4.14384 2.29517 -0.1 0.0 0.0
C 4.20561 -4.47704 1.02252 0.1 0.0 0.1
C 3.36245 -3.61687 0.38122 0.0 0.0 0.0
H 3.24454 -1.12993 2.79215 0.0 0.0 0.0
H 4.76546 -2.71234 3.91571 0.0 0.0 0.0
H 5.37473 -4.83417 2.79388 0.0 0.0 0.0
H 4.49223 -5.40804 0.55315 0.0 0.0 0.0
H 2.97497 -3.84942 -0.60134 0.0 0.1 0.0
N -2.80866 -1.66742 -0.70915 0.0 0.0 0.0
C -3.90184 -1.69638 0.05830 0.0 0.0 0.0
C -4.13291 -0.40940 0.51505 0.0 0.0 0.0
C -3.12134 0.34553 -0.04981 0.0 0.0 -0.1
N -2.30041 -0.42036 -0.80363 0.6 0.3 0.0
H -2.39550 -2.44210 -1.20671 0.0 0.0 0.0
H -4.45124 -2.61041 0.22694 0.0 0.0 0.0
H -4.93830 -0.07813 1.14865 0.0 0.0 0.0
H -2.96198 1.41311 0.02973 0.0 0.0 0.0
```
Positions in Å, forces in eV/Å.

Atom charges from the Mulliken analysis, given in e for atoms 1 to 2:
1. Ce 1.73
2. C -0.66

***

The following is a quantum chemistry calculation of an isolated molecule of C5H8N2 at a distorted geometry, from OMol25.

SMILES: Cc1cnn(C)c1
Lowest unoccupied orbital energy (Ha): 0.03359

```
15
Properties=species:S:1:pos:R:3:forces:R:3
C 2.36764 -0.36334 0.05720 0.3 -0.1 0.0
C 1.00944 0.23230 0.05091 0.0 -0.3 0.2
C 0.63417 1.53572 0.37515 -0.5 -0.5 0.3
N -0.67514 1.77481 0.25860 -1.4 -2.5 0.4
N -1.22412 0.37232 -0.02778 0.9 0.4 -0.2
C -2.54861 -0.36616 -0.25652 0.1 0.7 0.1
C -0.15873 -0.42882 -0.16368 0.3 -0.2 0.0
H 3.12551 0.41201 -0.09025 0.0 -0.2 0.0
H 2.44658 -1.08007 -0.76616 0.2 0.0 0.2
H 2.57769 -0.89060 0.99634 0.1 0.1 -0.2
H 1.38047 2.13880 0.91804 -0.9 0.7 -0.9
H -3.09593 -0.04566 -1.14647 0.3 0.4 0.2
H -3.24284 -0.36262 0.59378 0.5 0.5 0.0
H -2.34045 -1.44662 -0.42825 0.4 1.0 0.2
H -0.25567 -1.48207 -0.37089 -0.2 0.0 -0.1
```
Positions in Å, forces in eV/Å.

Atom charges from the Mulliken analysis, given in e for atoms 1 to 2:
1. C -1.21
2. C 0.28

***

The following is a quantum chemistry calculation of a cluster of 9 separate species, C36H52NO25 in total at a distorted geometry, from OMol25.

Lowest unoccupied orbital energy (Ha): -0.14068
Charge: +1

```
114
Properties=species:S:1:pos:R:3:forces:R:3
C -0.41139 0.10547 2.60008 -0.6 -0.9 0.4
C -1.78459 -0.03985 1.77945 0.8 -0.4 0.3
C -1.53277 -0.46697 0.27671 0.9 0.1 0.3
C -1.10257 -2.01302 0.22974 -0.2 0.3 0.2
C -2.33839 -3.00740 0.32298 -0.7 1.0 -0.8
C -0.13395 -2.28593 -0.95726 2.4 -0.7 0.5
C 1.24957 -2.69719 -0.63289 -0.3 0.2 -2.4
C 2.25208 -2.93425 -1.68805 -3.0 0.9 0.0
C 1.81521 -2.77363 -3.08025 -1.1 0.4 2.2
C 0.42598 -2.37779 -3.32604 2.8 -0.8 0.2
O 0.06517 -2.26110 -4.66935 -0.4 -0.7 2.1
N -0.48455 -2.13040 -2.30125 1.2 -0.3 0.5
C -1.84672 -1.70691 -2.70754 -1.5 0.3 -1.6
C -1.90817 -0.31930 -3.45315 -0.3 0.4 0.0
H -0.22241 1.15717 2.93567 0.0 -0.9 -0.6
H -0.51514 -0.50515 3.54667 0.2 0.7 -0.9
H 0.46301 -0.35058 2.05111 -0.7 0.8 0.4
H -2.30045 0.95161 1.87954 0.1 -1.2 -0.4
H -2.37138 -0.86200 2.28427 0.2 1.2 -0.6
H -2.39626 -0.25721 -0.40535 0.7 -0.2 0.8
H -0.64119 0.12812 -0.09527 -1.1 -0.5 0.2
H -0.50713 -2.16513 1.17896 -0.3 0.0 -1.3
H -2.56147 -3.26201 1.38780 0.4 0.0 -1.0
H -3.24068 -2.43152 -0.05046 0.8 -0.7 0.5
H -2.25612 -3.90447 -0.35037 0.1 0.7 1.0
H 1.55812 -2.83338 0.42987 -0.6 0.2 -1.1
H 3.27838 -3.21595 -1.35782 -0.9 0.2 -0.7
H 2.52880 -2.93536 -3.92940 -1.1 0.2 0.8
H -0.27238 -3.14792 -4.91918 0.2 0.6 -0.3
H -2.22000 -2.48598 -3.43739 0.5 0.7 0.9
H -2.59213 -1.68203 -1.87920 1.2 -0.3 -0.4
H -2.01250 0.55874 -2.75131 0.1 -1.2 -0.6
H -2.83834 -0.34055 -4.09551 1.0 0.1 0.7
H -1.04409 -0.11869 -4.13668 -0.7 -0.4 0.6
C -3.88695 3.11677 4.22380 0.3 0.5 0.0
C -5.31815 2.96429 3.80755 -0.5 0.2 -0.2
O -5.37801 1.60434 3.36764 0.7 -0.5 0.3
C -4.37053 0.93709 3.98250 -0.2 -0.5 0.0
O -4.23883 -0.25371 3.96412 0.1 0.5 0.0
O -3.52904 1.79246 4.62265 -0.3 -0.5 -0.2
H -3.76458 3.81747 5.04754 0.1 -0.2 0.0
H -3.24108 3.42434 3.39841 0.0 0.0 0.1
H -6.01248 3.09677 4.64026 0.0 0.0 -0.1
H -5.59164 3.64161 3.01098 0.0 -0.4 -0.1
C -0.77782 4.62202 -3.55696 0.5 0.4 -0.2
C -2.05548 4.49139 -4.33660 -0.2 0.4 -0.6
O -2.65799 3.33261 -3.76344 0.3 -0.2 0.5
C -2.15284 3.19252 -2.51075 -0.2 0.0 0.3
O -2.56959 2.42120 -1.69956 0.2 0.1 -0.2
O -1.11492 4.04073 -2.29895 -0.4 -0.4 -0.1
H -0.46568 5.65832 -3.43542 0.0 -0.1 0.2
H 0.04418 4.05369 -4.00000 0.0 0.0 0.0
H -2.72337 5.34415 -4.19360 0.0 -0.1 0.0
H -1.88230 4.35316 -5.40308 -0.1 -0.2 0.1
C 4.14854 -3.54736 2.54230 -0.1 0.5 -0.2
C 3.81202 -4.95795 2.15556 -0.6 -0.3 -0.4
O 4.88299 -5.71039 2.70978 0.1 0.4 0.2
C 5.39908 -4.97757 3.73624 0.4 -0.2 0.4
O 6.19601 -5.38528 4.51711 -0.3 0.1 -0.2
O 4.87877 -3.71701 3.75083 0.0 -0.4 -0.1
H 3.25946 -2.93755 2.70595 0.1 0.0 0.2
H 4.78922 -3.05309 1.80601 0.0 0.0 0.0
H 2.87337 -5.30076 2.59998 0.0 0.0 0.0
H 3.76234 -5.09306 1.07455 0.1 -0.2 0.1
C 0.25554 4.88360 6.81748 0.3 0.1 0.6
C 0.56236 3.83119 5.78966 0.5 -0.5 0.0
O -0.57491 3.88515 4.93239 -0.2 0.4 0.1
C -1.12198 5.12220 5.06384 -0.2 0.2 -0.2
O -1.98619 5.55202 4.36384 0.2 0.0 0.2
O -0.55781 5.80437 6.09409 -0.2 -0.3 -0.4
H 1.15216 5.37189 7.19711 -0.1 0.2 -0.1
H -0.31881 4.49155 7.66047 0.0 0.0 -0.1
H 1.45657 4.06363 5.20566 -0.1 0.0 0.0
H 0.67336 2.83953 6.22679 -0.2 0.0 -0.2
C 3.58081 -0.33367 -5.15670 0.3 -0.7 0.3
C 2.33890 0.26154 -5.74266 -0.8 -0.3 -0.2
O 2.65743 1.64353 -5.84277 0.5 0.0 0.1
C 4.01935 1.73477 -5.89258 0.4 0.4 -0.1
O 4.61544 2.73171 -6.14325 -0.2 -0.3 0.1
O 4.60545 0.53255 -5.61942 -0.4 0.5 -0.1
H 3.75362 -1.35445 -5.49934 0.1 0.1 -0.1
H 3.57485 -0.32101 -4.06203 0.0 0.1 0.0
H 2.12406 -0.12548 -6.74105 0.0 0.0 0.1
H 1.46581 0.10927 -5.10758 0.0 0.2 -0.1
C -5.06829 7.60286 5.81176 0.3 0.2 0.6
C -5.37128 8.52344 4.66383 0.0 0.7 0.0
O -5.49983 7.62597 3.56462 -0.1 -0.5 0.2
C -5.82655 6.41074 4.07119 -0.1 -0.1 -0.3
O -6.16807 5.47568 3.41212 -0.1 0.9 0.3
O -5.71454 6.39244 5.42451 -0.1 0.0 -0.5
H -5.46415 7.96955 6.75817 -0.1 -0.2 -0.1
H -3.99814 7.41151 5.92460 0.0 0.0 -0.1
H -6.31441 9.06021 4.79413 0.0 -0.1 0.0
H -4.57535 9.24539 4.48566 0.0 -0.1 -0.2
C 4.54753 -0.20594 -9.98604 0.7 0.4 -0.2
C 3.27748 -0.37984 -10.76467 -0.2 0.4 -0.6
O 2.69039 -1.52769 -10.15936 0.2 -0.2 0.6
C 3.18729 -1.62605 -8.90211 -0.1 -0.4 0.4
O 2.77230 -2.38456 -8.06804 0.3 0.7 -0.4
O 4.21748 -0.75200 -8.70895 -0.7 -0.5 0.0
H 4.84292 0.83868 -9.89646 0.0 -0.1 0.2
H 5.37934 -0.77496 -10.40785 -0.1 0.0 0.0
H 2.59611 0.46715 -10.65112 0.0 0.0 0.0
H 3.45752 -0.54869 -11.82544 -0.1 -0.2 0.1
C 3.13037 -8.48116 5.24176 0.3 0.1 0.7
C 3.42433 -9.53272 4.21236 0.5 -0.5 0.0
O 2.28018 -9.47550 3.36603 -0.3 0.5 0.1
C 1.73605 -8.23899 3.49951 -0.3 0.1 -0.2
O 0.86785 -7.80670 2.80563 0.3 0.0 0.2
O 2.31242 -7.55443 4.52803 -0.2 -0.3 -0.5
H 4.03269 -7.99624 5.61304 -0.1 0.2 -0.1
H 2.56258 -8.87177 6.08983 0.0 0.0 -0.1
H 4.31395 -9.30294 3.62051 -0.1 0.0 0.0
H 3.53624 -10.52461 4.64840 -0.2 0.0 -0.2
```
Positions in Å, forces in eV/Å.

Atom charges from the Mulliken analysis, given in e for atoms 1 to 2:
1. C -1.13
2. C -0.27

***

The following is a quantum chemistry calculation of a structure of composition C5H11N3 at a distorted geometry, from OMol25.

Lowest unoccupied orbital energy (Ha): 0.03339

```
19
Properties=species:S:1:pos:R:3:forces:R:3
C -1.98595 1.27455 0.48909 -0.1 0.1 0.4
C 2.02748 0.52814 -1.07051 0.1 0.1 0.1
C -0.12082 -0.64369 0.13538 2.6 -0.4 -0.3
C -0.61786 0.71653 0.48610 1.5 1.0 0.3
N -0.10380 -1.67965 1.14328 -0.2 0.0 0.7
N -0.51003 -1.21580 -1.10551 0.2 0.3 -0.4
C 1.35824 0.23615 0.25937 -1.5 -1.5 -0.6
N 0.50821 1.31188 0.74761 -1.8 0.7 -0.2
H -1.04308 -1.96174 1.41620 0.0 0.0 -0.1
H 0.38008 -1.38144 1.98736 -0.1 0.0 -0.2
H -1.41535 -0.98472 -1.49398 0.3 -0.2 0.2
H -0.19591 -2.17289 -1.22633 -0.4 0.3 0.1
H 2.09006 -0.08706 1.01095 -0.2 -0.2 -0.1
H -2.68536 0.55117 0.91502 -0.1 0.1 0.0
H -2.00374 2.19830 1.07163 -0.1 -0.1 -0.1
H -2.30162 1.50230 -0.53340 0.0 -0.1 0.1
H 1.31134 0.89998 -1.80933 0.0 -0.1 0.2
H 2.81277 1.28361 -0.94938 -0.1 -0.1 0.0
H 2.49535 -0.37560 -1.47357 -0.1 0.1 0.1
```
Positions in Å, forces in eV/Å.

Atom charges from the Mulliken analysis, given in e for atoms 1 to 2:
1. C -1.34
2. C -1.36

***

The following is a quantum chemistry calculation of the ion C8H14BrN2 with charge +1 at a distorted geometry, from OMol25.

SMILES: CC(C)[N@@H+]1C=C(Br)C=C[C@H]1N
Lowest unoccupied orbital energy (spin up / spin down) (Ha): -0.15398 / -0.15398
Charge: +1

```
25
Properties=species:S:1:pos:R:3:forces:R:3
C 0.23161 1.96022 0.87250 -0.6 0.0 0.4
C 1.09888 0.90759 0.28557 -2.4 -1.4 1.8
C 2.08095 1.37780 -0.66514 0.4 1.4 -0.3
N 0.14496 0.03682 -0.59077 1.8 -2.5 -2.5
C -1.24501 0.36765 -0.79679 -1.7 -1.2 2.6
C -2.16444 0.01746 0.18655 2.2 1.1 -3.1
Br -3.87908 0.62982 -0.31233 -0.1 -0.5 0.8
C -1.74267 -0.81068 1.28442 1.4 -2.2 0.8
C -0.56424 -1.52797 1.22046 -1.9 2.2 -3.1
C 0.25534 -1.49426 -0.12543 0.2 0.1 2.6
N -0.11389 -2.52981 -0.99546 3.6 -0.3 0.7
H -0.35312 2.52243 0.13827 0.2 -0.1 0.2
H -0.39882 1.50120 1.61953 -0.7 -0.1 -0.1
H 0.81110 2.60402 1.46539 1.0 1.2 0.5
H 1.45818 0.24026 1.16809 -0.2 1.0 -1.8
H 2.42465 0.58621 -1.23818 1.5 -1.8 -0.8
H 2.85639 1.83058 -0.09282 0.9 0.6 -0.2
H 1.66197 2.03043 -1.43594 -0.1 0.5 0.5
H 0.66324 0.06591 -1.54725 -1.6 -0.2 1.8
H -1.59788 0.61018 -1.76826 0.3 0.7 -0.6
H -2.41656 -1.16460 2.04548 -0.4 0.7 0.3
H -0.30489 -2.32738 1.85405 0.1 -0.7 0.9
H 1.31887 -1.67124 0.20995 -0.9 0.5 -0.9
H -0.90831 -2.60830 -1.54599 -1.7 0.1 -0.6
H 0.68275 -3.15435 -1.23591 -1.3 0.9 -0.1
```
Positions in Å, forces in eV/Å.

Atom charges from the Mulliken analysis, given in e for atoms 1 to 2:
1. C -1.51
2. C 0.80